Computed, not measured: a cluster of 5 separate species, C37H64N5O10PS in total in a non-equilibrium geometry, with ωB97M-V/def2-TZVPD.

## Properties
- M (g mol⁻¹) = 801.99
- HOMO-LUMO gap (eV) = 7.242
- LUMO level (eV) = -0.5
- electronic energy (Ha) = -3213.98156
- HOMO energy (eV) = -7.79

```
! wB97M-V def2-TZVPD RIJCOSX def2/J DEFGRID3
* xyz 0 1
C 1.44156 -1.40503 6.10141
C -0.00141 -1.90280 6.01906
N -0.90380 -0.91607 5.37812
C -1.81269 -1.39118 4.44419
C -1.40184 -2.17698 3.36001
O -0.07324 -2.45600 3.18154
C 0.48157 -1.60919 2.13566
C 1.94731 -1.25750 2.40491
C 1.99999 0.21145 2.85306
C 2.75092 -1.39176 1.11075
C 3.13830 -2.82008 0.63440
C 2.59334 -3.05722 -0.78065
C 2.64987 -3.95959 1.53176
C -2.30566 -2.63930 2.43323
C -3.66507 -2.34136 2.48570
C -4.60845 -2.84763 1.41756
C -3.90093 -2.95410 0.05459
C -4.51099 -2.18010 -1.05654
O -3.18387 -1.84687 -0.33398
C -4.08024 -1.53685 3.53166
C -3.17201 -1.07275 4.48994
C -3.72617 -0.18377 5.53900
O -3.35798 -0.16879 6.69751
C -4.81076 0.74590 5.06489
C -4.73902 2.13433 5.64384
S -4.20008 3.36707 4.40701
C -2.91231 2.48751 3.49893
C -2.54015 3.31851 2.27042
C -5.69425 0.29220 4.15913
P -7.12692 1.17892 3.36897
O -6.29107 2.00499 2.24714
O -7.44964 2.37783 4.44586
C -5.49984 -1.10994 3.67753
O -6.43488 -1.84331 3.43317
H 1.43258 -0.32185 5.97412
H 2.05289 -1.80121 5.29464
H 1.88300 -1.60050 7.07606
H -0.06102 -2.85534 5.50399
H -0.37453 -2.04860 7.03569
H -1.39235 -0.42184 6.10865
H -0.11264 -0.69890 2.08578
H 0.39956 -2.15295 1.19282
H 2.36585 -1.85138 3.21523
H 1.38372 0.36182 3.74124
H 3.02406 0.54812 3.01303
H 1.54516 0.82630 2.07339
H 3.67678 -0.82148 1.22004
H 2.19416 -0.88863 0.31619
H 4.22272 -2.90753 0.55357
H 2.72430 -4.09924 -1.06516
H 1.51535 -2.86303 -0.77804
H 3.07567 -2.41130 -1.51140
H 1.56077 -4.03419 1.51006
H 3.02785 -4.90596 1.14507
H 2.96174 -3.83097 2.56606
H -1.93401 -3.22486 1.60317
H -5.44254 -2.16772 1.29325
H -4.94502 -3.85003 1.68475
H -3.50143 -3.93210 -0.22230
H -4.12217 -2.22781 -2.06525
H -5.04273 -1.26558 -0.82693
H -5.66920 2.47027 6.08597
H -3.99256 2.13110 6.43518
H -2.04179 2.28922 4.12542
H -3.28301 1.52417 3.14859
H -1.89176 2.71159 1.64111
H -3.45089 3.53640 1.71230
H -2.04662 4.24395 2.55927
H -6.00623 2.87070 2.58602
H -7.66982 2.02085 5.31272
C 0.58153 0.63974 -1.60092
C 0.42467 1.68910 -0.52968
O 0.07034 1.39964 0.60962
N 0.68524 2.97043 -0.86835
C 1.11245 3.50088 -2.15839
H 0.33400 -0.32861 -1.17373
H -0.08680 0.84237 -2.43759
H 1.60785 0.61485 -1.96920
H 0.55996 3.61812 -0.10637
H 2.07016 4.00504 -2.04895
H 0.37488 4.22312 -2.51194
H 1.21199 2.71685 -2.90046
C 2.33445 6.06091 -6.22455
C 2.73256 5.95364 -4.77022
O 2.94891 4.87787 -4.24102
N 2.84043 7.11239 -4.06435
C 2.62078 8.46912 -4.52501
H 2.29259 5.05767 -6.63649
H 1.35334 6.52617 -6.32577
H 3.06448 6.64524 -6.78575
H 3.10940 6.97416 -3.10319
H 3.52889 9.06269 -4.40679
H 1.82479 8.94282 -3.94798
H 2.33842 8.47475 -5.57204
C 7.43100 -4.41592 -2.67913
C 5.93656 -4.22660 -2.80647
O 5.21077 -4.12816 -1.83316
N 5.41959 -4.16810 -4.06474
C 6.11998 -4.26394 -5.32986
H 7.67948 -4.44119 -1.62304
H 7.74479 -5.35371 -3.13882
H 7.96912 -3.59219 -3.14934
H 4.42003 -4.04225 -4.08094
H 5.97029 -3.35663 -5.91783
H 5.74816 -5.11195 -5.90777
H 7.18379 -4.39738 -5.16709
C -1.51852 1.38769 -6.43843
C -0.41927 0.81541 -5.57364
O 0.30419 1.52420 -4.89399
N -0.26098 -0.53469 -5.57363
C -1.01927 -1.52937 -6.30642
H -1.51137 2.46693 -6.32428
H -1.35531 1.14172 -7.48818
H -2.49283 1.00624 -6.13140
H 0.48659 -0.85084 -4.97577
H -1.49582 -2.22748 -5.61630
H -0.36248 -2.09625 -6.96847
H -1.78921 -1.05652 -6.90620
*
```